Version 1
{
  "formula": "C4H14N2O2",
  "method": "ωB97M-V with the def2-TZVPD basis set",
  "spin_multiplicity": 1,
  "total_charge": 0,
  "smiles": "CCC/N=C\\N.O.O",
  "symbols": ["C", "C", "C", "N", "C", "N", "H", "H", "H", "H", "H", "H", "H", "H", "H", "H", "O", "H", "H", "O", "H", "H"],
  "positions_angstrom": [[0.263, 1.940, -1.767], [-0.059, 0.627, -1.040], [0.629, 0.623, 0.321], [0.133, -0.487, 1.144], [-0.878, -0.352, 1.882], [-1.592, 0.811, 2.187], [-0.087, 2.839, -1.262], [1.344, 2.051, -1.864], [-0.164, 1.972, -2.772], [-1.147, 0.606, -0.946], [0.255, -0.233, -1.625], [0.550, 1.602, 0.795], [1.674, 0.359, 0.215], [-1.229, -1.195, 2.469], [-2.590, 0.639, 2.238], [-1.441, 1.559, 1.522], [-1.194, -3.169, 0.527], [-0.243, -3.054, 0.626], [-1.376, -2.574, -0.208], [2.287, -1.718, -1.142], [2.728, -0.859, -1.072], [2.138, -1.987, -0.229]],
  "lowdin_charge": [-0.115, -0.251, -0.258, 0.012, -0.304, 0.084, 0.067, 0.071, 0.070, 0.103, 0.092, 0.106, 0.082, 0.110, 0.086, 0.068, -0.070, 0.017, 0.027, -0.061, 0.034, 0.030]
}

---

Version 2
{
  "formula": "C4H14N2O2",
  "method": "ωB97M-V with the def2-TZVPD basis set",
  "spin_multiplicity": 1,
  "total_charge": 0,
  "smiles": "[H]/N=C/NCCC.O.O",
  "symbols": ["H", "N", "C", "N", "C", "C", "C", "H", "H", "H", "H", "H", "H", "H", "H", "H", "O", "H", "H", "O", "H", "H"],
  "positions_angstrom": [[1.313, -0.727, 2.723], [0.405, -0.698, 2.263], [0.478, -1.029, 1.036], [-0.648, -1.179, 0.279], [-0.575, -0.922, -1.157], [-1.070, 0.455, -1.518], [-0.226, 1.579, -0.933], [1.404, -1.279, 0.526], [-1.498, -0.862, 0.725], [-1.125, -1.694, -1.706], [0.451, -1.096, -1.454], [-1.137, 0.633, -2.588], [-2.115, 0.526, -1.189], [-0.093, 1.522, 0.153], [0.769, 1.563, -1.392], [-0.665, 2.575, -1.077], [-2.264, 0.198, 3.078], [-1.587, -0.442, 2.802], [-1.757, 0.991, 3.304], [2.968, -0.162, -1.355], [3.381, 0.589, -1.798], [3.592, -0.543, -0.722]],
  "lowdin_charge": [0.046, 0.063, -0.317, 0.006, -0.223, -0.246, -0.104, 0.112, 0.118, 0.113, 0.096, 0.104, 0.109, 0.064, 0.062, 0.073, -0.101, -0.027, 0.028, -0.063, 0.043, 0.043]
}

---

Most stable of them? version 2.

---

Version 1
{
  "formula": "C4H14N2O2",
  "method": "ωB97M-V with the def2-TZVPD basis set",
  "spin_multiplicity": 1,
  "total_charge": 0,
  "smiles": "NCCNCCO.O",
  "symbols": ["N", "C", "C", "N", "C", "C", "O", "H", "H", "H", "H", "H", "H", "H", "H", "H", "H", "H", "H", "O", "H", "H"],
  "positions_angstrom": [[-0.103, 1.215, -2.232], [0.943, 1.553, -1.272], [0.433, 1.744, 0.156], [0.054, 0.577, 0.944], [1.079, -0.445, 1.129], [0.484, -1.652, 1.796], [-0.241, -2.491, 0.895], [-0.871, 1.874, -2.181], [0.249, 1.206, -3.180], [1.469, 2.469, -1.562], [1.665, 0.736, -1.260], [1.245, 2.241, 0.691], [-0.431, 2.421, 0.185], [-0.750, 0.095, 0.532], [1.548, -0.753, 0.181], [1.887, -0.040, 1.737], [1.253, -2.297, 2.221], [-0.186, -1.351, 2.603], [-0.787, -1.938, 0.307], [-2.088, -0.554, -0.883], [-1.626, -0.218, -1.668], [-2.850, 0.013, -0.736]],
  "lowdin_charge": [-0.016, -0.271, -0.230, -0.068, -0.235, -0.255, -0.077, 0.073, 0.074, 0.105, 0.097, 0.110, 0.114, 0.064, 0.112, 0.117, 0.115, 0.115, 0.048, -0.065, 0.021, 0.053]
}

---

Version 2
{
  "formula": "C4H14N2O2",
  "method": "ωB97M-V with the def2-TZVPD basis set",
  "spin_multiplicity": 1,
  "total_charge": 0,
  "smiles": "NCCNCCO.O",
  "symbols": ["N", "C", "C", "N", "C", "C", "O", "H", "H", "H", "H", "H", "H", "H", "H", "H", "H", "H", "H", "O", "H", "H"],
  "positions_angstrom": [[-0.129, 1.013, 1.473], [-1.398, 0.931, 0.757], [-1.723, -0.455, 0.139], [-0.625, -1.102, -0.537], [0.202, -0.387, -1.495], [1.052, -1.407, -2.241], [2.135, -1.849, -1.395], [-0.039, 0.259, 2.140], [0.627, 0.896, 0.812], [-2.178, 1.035, 1.507], [-1.519, 1.772, 0.078], [-2.597, -0.337, -0.522], [-2.038, -1.055, 0.996], [-0.853, -2.034, -0.820], [0.901, 0.277, -1.000], [-0.420, 0.169, -2.209], [0.467, -2.263, -2.542], [1.550, -0.945, -3.084], [1.727, -2.395, -0.716], [1.929, 2.842, 2.888], [1.293, 2.776, 2.174], [1.635, 2.260, 3.597]],
  "lowdin_charge": [0.002, -0.263, -0.232, -0.091, -0.216, -0.233, -0.074, 0.079, 0.049, 0.099, 0.105, 0.109, 0.107, 0.099, 0.101, 0.121, 0.109, 0.115, 0.073, -0.077, -0.009, 0.025]
}

---

Version 3
{
  "formula": "C4H14N2O2",
  "method": "ωB97M-V with the def2-TZVPD basis set",
  "spin_multiplicity": 1,
  "total_charge": 0,
  "symbols": ["C", "C", "C", "N", "C", "N", "H", "H", "H", "H", "H", "H", "H", "H", "H", "H", "H", "H", "O", "H", "H", "O"],
  "positions_angstrom": [[-1.171, -1.222, -0.194], [-0.871, -0.501, 1.139], [0.344, 0.395, 1.117], [0.023, 1.729, 0.698], [0.433, 2.137, -0.627], [1.596, 1.573, -1.243], [-2.198, -1.581, -0.202], [-0.545, -2.105, -0.310], [-0.976, -0.662, -1.132], [-1.732, 0.124, 1.444], [-0.950, -1.356, 1.909], [1.110, -0.142, 0.536], [0.825, 0.428, 2.101], [-1.162, 0.818, -0.175], [0.598, 3.236, -0.541], [-0.236, 2.047, -1.504], [2.257, 1.341, -0.501], [-0.967, -3.338, 2.844], [-1.041, -2.987, 1.945], [1.266, -1.025, -2.987], [1.373, 0.688, -1.829], [0.691, -0.405, -2.524]],
  "lowdin_charge": [-0.119, -0.235, -0.322, 0.092, -0.355, 0.068, 0.087, 0.084, 0.050, 0.127, 0.102, 0.118, 0.120, 0.339, 0.154, 0.142, 0.087, -0.022, -0.207, -0.029, -0.005, -0.278]
}

---

Most stable of them? version 1.